[1]
DFT (ωB97M-V/def2-TZVPD) results for a structure of composition C49H58As2N3OP3S4Sc in a non-equilibrium geometry.

```
121
Properties=species:S:1:pos:R:3:mulliken_charge:R:1
As 3.181 -0.818 -2.371 1.42
As 0.059 -0.286 -3.190 1.38
Sc 1.028 -0.169 -0.477 -0.63
S -2.992 -2.222 -0.384 -0.43
S 3.656 -1.301 1.082 0.10
S 0.894 -2.774 -0.614 -1.02
S 0.836 0.562 1.936 -0.92
P 3.584 2.308 0.213 1.25
P -2.826 -0.258 -0.134 1.47
P -0.724 1.573 1.022 2.72
O 2.575 1.370 -0.424 0.06
N -0.340 -2.523 1.752 2.61
N 2.876 -3.699 1.792 0.21
N 2.610 -2.051 3.420 -0.33
C 1.697 -2.536 5.580 -1.44
C 0.672 -2.012 -5.471 -0.73
C -3.791 0.201 1.355 0.15
C -1.612 3.985 -0.003 -0.26
C -0.271 1.202 -4.400 -1.12
C 2.120 -2.977 4.216 0.97
C 3.617 0.799 -3.388 -0.90
C 2.239 -6.033 1.963 -1.52
C -1.826 4.952 -0.972 -1.11
C -4.384 1.455 1.470 -0.06
C -5.300 0.850 3.608 -0.73
C 0.268 3.175 -1.217 0.06
C -5.131 1.779 2.592 -0.77
C 4.957 -1.587 -2.210 -1.42
C -0.552 3.077 -0.095 0.63
C -0.081 -3.321 0.693 1.24
C 2.357 -4.676 2.568 0.77
C -1.587 -1.282 -3.416 -0.84
C -1.275 0.489 -0.159 -0.50
C -4.083 2.322 -3.090 -0.95
C -5.854 0.740 -2.736 -0.74
C 2.666 -3.320 -5.745 -0.75
C 3.034 -2.398 2.190 -0.66
C -0.554 3.678 2.837 -0.38
C -5.106 0.118 -1.753 -0.62
C -1.091 -2.886 2.808 -0.38
C -3.334 1.695 -2.101 2.20
C -1.662 3.809 4.966 -0.85
C -1.610 -4.146 2.885 -1.08
C -1.267 2.521 2.519 0.26
C 3.195 -2.748 -4.598 -0.63
C -0.749 4.314 4.049 -0.97
C -2.152 2.004 3.455 -0.16
C 1.978 -4.330 3.832 -0.89
C -3.835 0.589 -1.427 -1.23
C 5.263 1.766 -0.130 -1.03
C 0.068 4.153 -2.181 -1.16
C 1.410 -2.939 -6.191 -0.96
C -2.360 2.652 4.665 -0.83
C 3.429 3.961 -0.467 -1.19
C 2.462 -1.807 -3.883 0.68
C -1.350 -5.027 1.825 -0.73
C -3.975 -0.728 2.374 -0.88
C 3.500 2.475 1.993 -1.20
C -0.980 5.052 -2.065 -0.81
C -4.723 -0.408 3.495 -0.69
C -5.341 1.843 -3.411 -0.75
C -0.599 -4.628 0.751 -1.16
C 1.182 -1.451 -4.304 -0.36
H 4.314 1.428 -2.837 0.22
H -4.875 -1.143 4.273 0.43
H 5.475 1.823 -1.198 0.37
H -0.028 -1.539 1.713 -2.00
H 4.205 4.607 -0.062 0.51
H 3.594 1.492 2.452 0.26
H 3.238 -4.055 -6.294 0.42
H 3.522 3.922 -1.553 0.31
H -2.218 -4.434 3.728 0.60
H 4.186 -3.039 -4.274 0.38
H 4.057 0.511 -4.344 0.58
H 0.999 -3.371 -7.093 0.43
H 2.704 1.368 -3.567 -0.07
H 5.501 -1.065 -1.423 0.30
H -4.267 2.182 0.676 0.31
H -3.683 3.187 -3.604 0.50
H 5.975 2.393 0.404 0.54
H -2.665 5.626 -0.869 0.45
H -1.823 4.314 5.907 0.41
H -0.317 -1.742 -5.822 0.27
H 0.772 -3.024 5.884 0.41
H 1.087 2.484 -1.370 0.06
H -1.766 -6.025 1.845 0.52
H 0.153 4.097 2.132 0.47
H -0.193 5.213 4.276 0.48
H 0.620 1.818 -4.518 0.26
H 3.133 -3.892 0.830 0.30
H -0.567 0.798 -5.370 0.51
H 2.466 -2.817 6.302 0.37
H -5.588 2.756 2.670 0.42
H 2.449 4.368 -0.219 0.33
H -1.409 -2.316 -3.123 0.34
H -1.896 -1.221 -4.461 0.51
H -5.894 1.098 4.476 0.44
H 1.726 -6.711 2.642 0.36
H 1.680 -5.979 1.028 0.32
H 5.489 -1.494 -3.157 0.52
H -5.498 -0.752 -1.240 0.39
H -2.687 1.088 3.252 0.73
H -5.925 2.324 -4.183 0.39
H -2.367 -0.875 -2.786 -0.08
H 5.376 0.737 0.211 0.21
H 4.324 3.117 2.304 0.53
H 1.563 -5.065 4.503 0.46
H 4.876 -2.636 -1.922 0.39
H -1.077 1.811 -3.991 0.16
H 3.228 -6.439 1.745 0.42
H -3.571 -1.726 2.243 0.65
H -2.309 3.929 0.822 0.42
H 1.586 -1.456 5.603 0.31
H -0.420 -5.280 -0.091 0.58
H -6.838 0.365 -2.983 0.41
H -3.072 2.244 5.369 0.52
H 2.551 2.911 2.300 0.21
H -1.141 5.810 -2.819 0.44
H -2.348 2.061 -1.833 -0.53
H -1.241 -2.119 3.554 0.69
H 0.734 4.203 -3.032 0.47
```

multiplicity = 1
HOMO level = -0.321 Eh
F_max = 1.31 eV Å⁻¹
net charge = +1
ΔE to the lowest compared entry with this formula, charge and spin = 55.0 kcal/mol
electronic energy = -271858.156 eV

=====

[2]
DFT (ωB97M-V/def2-TZVPD) results for the molecule C6H11NO3 in a non-equilibrium geometry.

```
21
Properties=species:S:1:pos:R:3:mulliken_charge:R:1
O -1.183 0.685 -1.785 -0.64
O 1.384 -1.543 1.190 -0.52
O 0.360 0.821 2.291 -0.60
N 0.099 -0.910 -0.637 0.20
C -1.014 0.087 -0.727 0.50
C 0.892 1.951 0.181 -1.42
C 0.767 -0.585 0.469 0.38
C -2.181 -0.260 0.183 -1.19
C 0.601 -1.712 -1.732 -0.97
C 0.416 0.711 0.889 0.46
H 0.972 -1.061 -2.523 0.32
H -1.924 -0.925 1.004 0.31
H 1.409 -2.359 -1.410 0.36
H 1.721 -1.136 1.999 0.38
H 0.220 2.781 0.418 0.36
H 0.427 1.747 2.546 0.34
H -2.558 0.679 0.597 0.30
H 0.876 1.820 -0.894 0.37
H -2.972 -0.711 -0.418 0.38
H 1.912 2.222 0.490 0.37
H -0.224 -2.303 -2.131 0.30
```

multiplicity = 1
HOMO level = -0.277 Eh
F_max = 2.56 eV Å⁻¹
net charge = 0
ΔE to the lowest compared entry with this formula, charge and spin = 71.8 kcal/mol
SMILES = CC(=O)N(C)/C(O)=C(\C)O
electronic energy = -14031.166 eV

=====

[3]
DFT (ωB97M-V/def2-TZVPD) results for the molecule CH6B2O.

```
10
Properties=species:S:1:pos:R:3:mulliken_charge:R:1
O -0.941 -1.356 0.720 -0.56
C -0.702 1.100 -0.028 -0.86
B 1.501 -0.590 -0.139 0.23
B -0.124 -0.354 0.205 0.16
H -0.774 1.647 0.907 0.31
H -1.706 1.029 -0.438 0.26
H 2.303 -0.176 0.643 -0.06
H -1.346 -1.908 0.030 0.31
H 1.865 -1.043 -1.181 -0.06
H -0.075 1.651 -0.719 0.27
```

multiplicity = 1
HOMO level = -0.342 Eh
F_max = 0.73 eV Å⁻¹
net charge = 0
SMILES = BB(C)O
electronic energy = -4533.759 eV

=====

[4]
DFT (ωB97M-V/def2-TZVPD) results for the molecule C23H33N3S.

```
60
Properties=species:S:1:pos:R:3:mulliken_charge:R:1
S -2.235 3.407 1.973 -0.45
N -1.125 -1.602 0.906 0.21
N 0.082 2.856 3.063 -0.15
N -0.866 1.176 1.739 0.26
C -2.226 -0.665 0.885 -1.19
C -0.919 2.431 2.244 0.46
C 0.686 3.041 -1.555 -0.51
C -0.579 -2.201 -0.318 1.59
C -1.140 -3.072 -2.618 0.32
C -1.667 -2.323 -1.393 -2.15
C 0.412 -4.363 -1.175 0.60
C 0.261 0.276 1.872 0.02
C 0.357 4.264 3.241 -0.90
C 1.972 3.084 0.467 -0.15
C 1.489 4.729 2.303 -1.21
C 0.038 -2.304 -3.213 -1.49
C 0.259 4.714 0.110 -0.33
C -1.779 0.783 0.683 -0.60
C 1.693 2.516 -0.765 -0.32
C 1.596 -3.595 -1.757 -1.50
C 1.257 4.185 0.920 0.50
C -0.122 -3.626 0.051 -1.67
C 0.615 -1.449 -0.934 -1.05
C -0.026 4.145 -1.117 -0.67
C 1.139 -2.195 -2.162 0.45
C -0.692 -4.476 -2.223 -1.47
C -0.212 -1.195 1.944 -1.58
H 0.738 -5.366 -0.876 0.24
H 1.991 -4.123 -2.629 0.53
H 2.261 1.661 -1.105 0.43
H 0.915 2.286 3.099 0.18
H -0.285 -1.307 -3.523 0.47
H 0.459 2.592 -2.512 0.42
H 0.942 0.422 1.024 -0.21
H -0.567 4.801 3.020 0.39
H -2.525 -2.855 -0.980 0.52
H -0.310 5.565 0.453 0.42
H -2.719 -0.736 1.862 0.42
H -0.734 -1.325 2.901 0.47
H 0.805 0.470 2.798 0.67
H 2.760 2.667 1.081 0.34
H -2.639 1.453 0.711 0.72
H 0.668 -1.837 1.953 0.41
H -1.536 -5.037 -1.816 0.51
H 1.424 -1.370 -0.205 0.55
H 1.988 -1.641 -2.579 0.29
H 0.658 -3.585 0.812 0.46
H 0.311 -0.440 -1.222 0.05
H -1.944 -3.140 -3.360 0.25
H -2.956 -0.933 0.127 0.45
H 1.507 5.820 2.292 0.41
H -1.275 0.899 -0.286 -0.05
H -0.971 -4.163 0.478 0.39
H -0.814 4.558 -1.728 0.39
H 2.397 -3.527 -1.017 0.51
H 0.415 -2.823 -4.097 0.55
H -0.323 -5.011 -3.100 0.52
H 2.449 4.373 2.684 0.34
H 0.633 4.443 4.284 0.37
H -1.990 -1.330 -1.713 0.55
```

multiplicity = 1
HOMO level = -0.282 Eh
F_max = 0.94 eV Å⁻¹
net charge = 0
ΔE to the lowest compared entry with this formula, charge and spin = 4.4 kcal/mol
SMILES = S=C(NCCc1ccccc1)N1CCN([C@]23C[C@H]4C[C@H](C[C@H](C4)C2)C3)CC1
electronic energy = -39693.541 eV